Density functional theory data (the ωB97M-V functional and the def2-TZVPD basis) for a 6-piece molecular cluster, C82H45F17N2O13 overall.

Geometry as ORCA input:
```
! wB97M-V def2-TZVPD RIJCOSX def2/J DEFGRID3
* xyz 0 1
C -2.07607 12.05823 0.68172
C -5.27776 13.76664 -0.52458
C 3.30710 -10.37514 7.79460
F 1.88610 -0.63823 2.79662
C -3.09779 13.11878 0.47551
C 6.82417 2.41579 -2.73817
C 0.98414 -3.14232 -2.37377
H 0.97543 11.62940 2.07943
C -5.92717 4.49367 -3.49714
F 4.30510 -1.33926 4.56260
C 3.80153 -9.08308 7.65540
C -5.64789 11.20966 -1.55860
C -9.36072 2.04060 -6.10325
C -2.84370 -6.88741 -2.31389
F 4.72499 -5.27991 1.60468
C 8.74772 1.81532 -1.24741
H -4.18122 -2.03173 -1.71620
C -6.30914 -1.79576 -1.61946
H -5.84901 6.62782 -3.29436
H 3.04234 -3.85938 4.97546
H -3.89533 6.59373 -1.78970
O -3.71957 9.28652 -0.93518
H -7.46405 11.97678 -2.39209
C 3.51258 -4.56225 5.63229
C -5.29430 -8.19799 -2.17649
C 0.05679 11.38541 1.56194
C -7.12712 4.52559 -4.37375
C -5.14014 -2.53062 -1.72012
C -5.85111 1.99840 -3.68407
O 5.21284 0.73934 -3.09384
H -10.26139 2.04480 -6.70338
C -7.68604 3.23323 -4.85769
H -7.09004 -0.10702 -4.79558
C -3.52540 10.41904 -0.53907
C 5.17728 -10.93634 9.20160
C -7.06183 2.02425 -4.54514
H -5.13464 14.75976 -0.12126
F 1.98654 -5.27828 1.69770
O -7.64474 5.57933 -4.68577
H -6.25882 -0.71765 -1.53842
C -5.24211 -6.81338 -2.06497
O -7.57706 -6.61876 -1.85266
H -1.89126 -6.37809 -2.36849
C -3.93094 -4.68064 -1.96813
C -6.58743 12.19906 -1.79770
C -7.60297 -3.82290 -1.72378
C 8.44312 -1.80088 -0.26331
H -0.04921 -1.81449 -0.97142
C 6.26142 1.05032 -2.56619
H 0.57924 9.32043 1.28271
C 8.50079 4.07806 -2.24237
C -0.28282 0.35035 -2.39725
O 9.76640 2.14264 -0.67239
F 2.59410 -1.90212 -1.28113
H 1.45111 -2.86386 -3.32715
F 0.57744 -4.27737 -0.07924
H 6.84797 -3.15463 -0.74239
C 6.16226 3.32867 -3.55162
C 7.01643 0.07143 -1.73972
C 4.64888 -4.17590 6.33967
C 8.93320 -0.51176 -0.39577
H 6.58261 -9.36239 9.57715
C 4.97726 -8.71323 8.31121
H -3.79130 2.31760 -2.00155
C 2.16818 -3.17573 -1.38801
C 7.83449 4.98514 -3.05000
C -4.30142 5.66323 -2.16758
C -4.01071 -6.15670 -2.12013
C 6.52128 -1.21886 -1.59067
F 3.91417 -1.24109 1.10988
C -6.40647 13.47519 -1.27318
C -0.04130 -2.02998 -2.03946
C 4.03745 -3.23063 2.46534
H -7.14600 14.24443 -1.45386
H -5.79112 10.21650 -1.96184
C -4.51638 11.49489 -0.80261
C 5.50316 -7.32635 8.20313
F 2.86400 -3.18611 3.12059
F 4.96484 -3.69752 3.32719
H -1.04106 -2.34415 -2.36292
C -6.50738 -6.04650 -1.90496
N 0.31930 -0.82147 -2.82733
C 4.78954 -6.36396 7.32326
O -3.16099 -0.63435 0.59668
C -4.12752 -8.92146 -2.36303
H -1.99405 -8.83171 -2.59773
F 3.16277 -3.85867 -1.96738
C -6.43083 -4.56487 -1.81861
H -9.32979 4.17067 -5.86799
H 8.22486 5.98747 -3.16983
H 5.04073 -3.17351 6.22755
F 2.56083 0.39596 4.50756
C -4.32386 12.78159 -0.29552
C -8.72739 0.83736 -5.80711
C 8.21965 0.43035 -1.12876
F 4.75815 -3.67168 0.24815
C 4.21975 -0.77693 3.37135
H 2.11977 -6.14296 5.24311
F 3.07726 1.15810 2.62506
H 2.38968 -10.65776 7.29666
C -7.58056 0.82848 -5.02989
H 9.87102 -0.23694 0.06744
H 5.25443 3.03732 -4.06214
O -0.75820 0.42681 -1.07720
H 0.07346 -0.93049 -3.80224
C -0.89777 12.36728 1.35172
F 1.55614 -2.62544 0.80720
H 5.71802 -11.66260 9.79444
O 6.49624 -6.99018 8.81658
C 4.05191 -4.19244 1.23934
O -0.36838 1.31317 -3.09439
C 3.99334 -11.29848 8.56628
O 2.05078 -8.43366 6.22451
F 2.96521 -5.72417 -0.09986
H 3.60912 -12.30494 8.67027
C -0.16470 10.08759 1.11151
C -2.90291 -8.26555 -2.44049
C -5.19573 -3.91357 -1.82828
H 0.54537 -4.12865 -2.52748
C -4.24016 3.25983 -2.28887
H 9.40905 4.36935 -1.73277
C -8.83929 3.23568 -5.63394
H 6.17037 -4.77208 7.72571
C -2.28992 10.76031 0.21362
C 4.47184 -1.76571 2.18975
C 5.66535 -9.64566 9.07925
N -2.16513 0.64002 -1.17971
C 3.00679 -5.84292 5.78521
C -3.72712 4.44982 -1.79889
C 2.69097 -4.71518 0.71977
C 8.00372 2.78845 -2.09055
H -0.72645 13.37493 1.70496
O -2.85313 -4.11311 -1.96410
H 6.15466 5.31581 -4.34768
C 2.89184 0.04112 3.27288
C -1.33465 9.77533 0.43885
C 1.77199 -3.68589 0.03030
C 6.66880 4.60829 -3.71019
C -5.33470 3.27882 -3.14514
H -2.87789 4.43347 -1.12820
C 3.63973 -6.74717 6.63157
O -2.93163 14.23625 0.92085
C -7.54190 -2.44077 -1.62877
H -9.13226 -0.09434 -6.18074
H -1.50474 8.76781 0.08485
C 5.28524 -5.07242 7.18166
H 5.58212 -1.49339 -2.05320
C -2.68202 -0.10447 -0.30280
H -8.56089 -4.32485 -1.72731
C 3.07628 -8.11355 6.79156
H 9.00220 -2.53451 0.30314
C -5.40008 5.68524 -3.01287
F 5.78605 -1.79541 1.99080
H -6.24656 -8.70745 -2.12124
C 7.23288 -2.15095 -0.85397
O -5.29084 0.95058 -3.42656
H -4.17088 -9.99902 -2.45340
H -8.45525 -1.86414 -1.55985
F 5.20094 0.12103 3.31486
*
```

The HOMO-LUMO gap comes out at 0.3121 Eh. Its largest force on an atom is 0.047 hartree/bohr. As for the lowest unoccupied orbital energy: -1.17 eV. The structure (SMILES) is O=C=NOC(=O)NCCC(F)(F)C(F)(F)C(F)(F)C(F)(F)C(F)(F)C(F)(F)C(F)(F)C(F)(F)F.O=C1c2ccccc2C(=O)c2ccccc21.O=C1c2ccccc2C(=O)c2ccccc21.O=C1c2ccccc2C(=O)c2ccccc21.O=C1c2ccccc2C(=O)c2ccccc21.O=C1c2ccccc2C(=O)c2ccccc21. The value obtained for the energy is -161559.8531 eV. The HOMO energy comes out at -0.355 hartree.

These are the Löwdin partial charges, in e, on atoms 1 to 99: number 1, C, carries -0.082; number 2, C, carries 0.000; number 3, C, carries -0.002; number 4, F, carries 0.210; number 5, C, carries -0.278; number 6, C, carries -0.082; number 7, C, carries -0.038; number 8, H, carries 0.108; number 9, C, carries -0.084; number 10, F, carries 0.180; number 11, C, carries -0.083; number 12, C, carries 0.000; number 13, C, carries -0.057; number 14, C, carries -0.002; number 15, F, carries 0.182; number 16, C, carries -0.278; number 17, H, carries 0.102; number 18, C, carries -0.047; number 19, H, carries 0.119; number 20, H, carries 0.081; number 21, H, carries 0.098; number 22, O, carries 0.094; number 23, H, carries 0.108; number 24, C, carries -0.056; number 25, C, carries 0.001; number 26, C, carries -0.056; number 27, C, carries -0.277; number 28, C, carries 0.005; number 29, C, carries -0.276; number 30, O, carries 0.109; number 31, H, carries 0.107; number 32, C, carries -0.081; number 33, H, carries 0.117; number 34, C, carries -0.274; number 35, C, carries -0.058; number 36, C, carries -0.082; number 37, H, carries 0.121; number 38, F, carries 0.181; number 39, O, carries 0.104; number 40, H, carries 0.100; number 41, C, carries -0.080; number 42, O, carries 0.108; number 43, H, carries 0.114; number 44, C, carries -0.266; number 45, C, carries -0.055; number 46, C, carries 0.002; number 47, C, carries -0.053; number 48, H, carries 0.115; number 49, C, carries -0.277; number 50, H, carries 0.108; number 51, C, carries -0.002; number 52, C, carries -0.532; number 53, O, carries 0.105; number 54, F, carries 0.124; number 55, H, carries 0.133; number 56, F, carries 0.159; number 57, H, carries 0.097; number 58, C, carries 0.000; number 59, C, carries -0.078; number 60, C, carries -0.050; number 61, C, carries 0.002; number 62, H, carries 0.120; number 63, C, carries -0.083; number 64, H, carries 0.088; number 65, C, carries -0.449; number 66, C, carries -0.058; number 67, C, carries -0.043; number 68, C, carries -0.081; number 69, C, carries 0.003; number 70, F, carries 0.181; number 71, C, carries -0.055; number 72, C, carries -0.138; number 73, C, carries -0.310; number 74, H, carries 0.108; number 75, H, carries 0.119; number 76, C, carries -0.082; number 77, C, carries -0.278; number 78, F, carries 0.134; number 79, F, carries 0.154; number 80, H, carries 0.113; number 81, C, carries -0.277; number 82, N, carries 0.101; number 83, C, carries -0.082; number 84, O, carries 0.240; number 85, C, carries -0.054; number 86, H, carries 0.108; number 87, F, carries 0.130; number 88, C, carries -0.082; number 89, H, carries 0.120; number 90, H, carries 0.107; number 91, H, carries 0.102; number 92, F, carries 0.185; number 93, C, carries -0.083; number 94, C, carries -0.059; number 95, C, carries -0.081; number 96, F, carries 0.176; number 97, C, carries -0.360; number 98, H, carries 0.122; number 99, F, carries 0.217